The following is a quantum chemistry calculation of a cluster of 5 separate species, C40H70BF13INO15S in total, from the Open Molecules 2025 dataset.

Values from the calculation:
energy: -129740.59076 eV
SMILES string: COB(O)[C@H](N(CC=O)CCCO)[C@](CCC(F)(F)C(F)(F)C(F)(F)C(F)(F)S(F)(F)(F)(F)F)(COc1ccccc1)OCCC(=O)I.COCCOC.COCCOC.COCCOC.COCCOC
HOMO-LUMO gap: 0.2628 Eh
LUMO: -1.55 eV
HOMO: -8.70 eV

Each line ends with the Mulliken charge.
Geometry (Å):
C (-0.56508, 0.31785, -2.78275)  -0.3079
O (-0.17212, -0.66190, -1.77909)  -0.6336
B (1.23975, -0.39329, -1.47941)  1.4667
O (2.20253, -1.18339, -2.20182)  -0.6660
C (1.55729, 0.72367, -0.33552)  -1.4111
N (2.78703, 1.53807, -0.55556)  1.1690
C (2.72336, 2.40291, -1.75794)  -0.2857
C (2.99395, 3.96562, -1.38893)  0.1492
O (2.24651, 4.84092, -1.93015)  -0.5579
C (4.05291, 0.77383, -0.42483)  0.4306
C (5.33972, 1.78604, -0.39921)  -0.1811
C (6.45458, 1.06712, 0.53091)  -0.2854
O (7.11569, -0.03777, -0.14332)  -0.5919
C (1.45752, 0.12599, 1.18592)  0.4958
C (2.01539, -1.39295, 1.28771)  -1.1734
C (2.59351, -1.67623, 2.78788)  0.2972
C (2.83904, -3.26127, 3.03727)  0.9130
F (3.37809, -3.77930, 1.83766)  -0.3192
F (1.50535, -3.81725, 3.15922)  -0.3599
C (3.61279, -3.56887, 4.39142)  0.6158
F (2.82233, -4.54425, 5.10419)  -0.3471
F (3.50248, -2.38329, 5.20597)  -0.2301
C (5.07855, -4.17761, 4.31432)  0.5073
F (4.97061, -5.38700, 3.53177)  -0.2858
F (5.36810, -4.70142, 5.62307)  -0.2743
C (6.22520, -3.31776, 3.64330)  0.5980
F (7.04818, -4.24643, 2.91097)  -0.2560
F (5.77070, -2.41487, 2.62176)  -0.1425
S (7.39016, -2.35178, 4.73143)  1.1650
F (6.27437, -2.03803, 5.90938)  -0.2805
F (6.90882, -0.91245, 3.97018)  -0.2583
F (8.58423, -2.49825, 3.53758)  -0.3341
F (8.02815, -3.68824, 5.47514)  -0.2909
F (8.47707, -1.42423, 5.60229)  -0.2981
C (-0.13075, 0.02180, 1.55488)  -1.0459
O (-0.37931, -0.59962, 2.83819)  -0.4142
C (-0.60565, 0.34480, 3.87494)  0.4028
C (-1.60862, 1.52112, 3.85469)  -0.3385
C (-1.79806, 2.52333, 5.05211)  -0.4680
C (-0.95716, 2.35824, 6.35743)  -0.1587
C (0.01946, 1.15537, 6.40594)  -0.5933
C (0.21270, 0.15704, 5.20793)  -0.1720
O (2.21612, 0.89171, 2.14961)  -0.0101
C (1.68552, 2.21522, 2.36524)  -0.1030
C (2.89685, 3.30693, 2.35216)  0.4681
C (3.93638, 2.88809, 3.49391)  -0.0455
O (5.03865, 2.34733, 3.22333)  -0.4856
I (3.56535, 3.19784, 5.65014)  -0.0075
H (0.16113, 0.17652, -3.67467)  0.0394
H (-1.64955, 0.14129, -3.13507)  0.0919
H (-0.47016, 1.37584, -2.32383)  0.1049
H (2.50276, -0.70400, -3.01565)  0.3278
H (0.67123, 1.47501, -0.39116)  0.4275
H (1.72860, 2.40127, -2.31602)  0.1258
H (3.56778, 2.10542, -2.49240)  0.4071
H (3.78666, 4.31412, -0.64340)  0.2455
H (4.13507, 0.19788, 0.57429)  -1.0784
H (4.27419, 0.03330, -1.26773)  0.1350
H (5.73126, 1.99618, -1.45465)  0.3762
H (5.04815, 2.74078, 0.16176)  0.0469
H (7.27129, 1.83987, 0.81173)  0.4087
H (6.01516, 0.66553, 1.50701)  0.0936
H (7.83529, -0.39615, 0.42804)  0.3077
H (1.17667, -2.15631, 1.10903)  0.7088
H (2.92709, -1.57813, 0.60049)  0.2973
H (3.61687, -1.13304, 2.80676)  -0.0056
H (1.97085, -1.18988, 3.60550)  -0.6163
H (-0.63526, -0.66264, 0.76813)  0.2076
H (-0.60416, 1.05106, 1.41214)  0.3584
H (-2.24779, 1.69061, 2.92975)  0.3155
H (-2.51741, 3.41018, 5.01936)  0.3399
H (-1.00583, 3.04768, 7.25974)  0.2883
H (0.65231, 0.98859, 7.34949)  0.3341
H (0.95973, -0.68129, 5.38364)  0.3974
H (1.18872, 2.35199, 3.40376)  0.0365
H (0.91267, 2.56315, 1.60203)  0.2652
H (3.35567, 3.45117, 1.32161)  -0.5600
H (2.40025, 4.28955, 2.71208)  0.4883
C (-3.32830, -2.93213, -7.71626)  -0.4667
O (-2.18308, -2.46627, -8.41763)  -0.3798
C (-2.02994, -1.05155, -8.32578)  -0.5665
C (-0.94904, -0.67739, -7.31771)  -0.5643
O (-1.34437, -1.00704, -5.98730)  -0.1547
C (-0.72183, -2.19636, -5.51778)  -0.9259
H (-3.27386, -4.02083, -7.65906)  0.0522
H (-3.37275, -2.53207, -6.69960)  0.2364
H (-4.23468, -2.65584, -8.26356)  0.3374
H (-2.98174, -0.56980, -8.07701)  0.2586
H (-1.72420, -0.69939, -9.31598)  0.3874
H (-0.80341, 0.40757, -7.34727)  0.4057
H (0.00532, -1.15054, -7.57187)  0.3757
H (0.33468, -2.00229, -5.30650)  0.2812
H (-0.81280, -3.01181, -6.23833)  0.4925
H (-1.21396, -2.49560, -4.59069)  0.2387
C (-5.34112, -8.02228, -6.03055)  -0.7779
O (-4.46365, -7.01051, -6.50562)  -0.3099
C (-3.14432, -7.14684, -5.98017)  -0.5301
C (-2.19920, -7.75357, -7.01141)  -0.4504
O (-2.53591, -9.11143, -7.28759)  -0.3804
C (-3.23079, -9.25674, -8.51872)  -0.7198
H (-6.26048, -7.97877, -6.61718)  0.2394
H (-4.90653, -9.01970, -6.13787)  0.3315
H (-5.58701, -7.83612, -4.98058)  0.3137
H (-3.14916, -7.73679, -5.05746)  0.3782
H (-2.79477, -6.13936, -5.73248)  0.3394
H (-1.18504, -7.75452, -6.59876)  0.3816
H (-2.18652, -7.15776, -7.93029)  0.2968
H (-2.53906, -9.11138, -9.35442)  0.3215
H (-4.06263, -8.55379, -8.59893)  0.3164
H (-3.62820, -10.27201, -8.56691)  0.2509
C (-6.77356, 1.08242, -2.90270)  -0.6469
O (-6.92033, 2.39506, -3.42672)  -0.3746
C (-5.99163, 3.31400, -2.85440)  -0.4909
C (-4.83715, 3.59938, -3.80856)  -0.5467
O (-4.01844, 2.44590, -3.99142)  -0.2637
C (-4.27289, 1.79383, -5.22895)  -0.6508
H (-7.36550, 0.40210, -3.51747)  0.2458
H (-5.73158, 0.75170, -2.92195)  0.2335
H (-7.15438, 1.04829, -1.87730)  0.3257
H (-5.62211, 2.94808, -1.89039)  0.3117
H (-6.53647, 4.24585, -2.67327)  0.3814
H (-4.20179, 4.37427, -3.36723)  0.3521
H (-5.20553, 3.97509, -4.76891)  0.3461
H (-3.86363, 2.38887, -6.05164)  0.3360
H (-5.34067, 1.62751, -5.38623)  0.3868
H (-3.76921, 0.82521, -5.21456)  0.0572
C (-3.37864, 8.84701, 8.02798)  -0.6996
O (-3.98979, 7.83816, 8.82053)  -0.3712
C (-4.15239, 6.61356, 8.10788)  -0.5866
C (-3.09496, 5.59310, 8.51437)  -0.4287
O (-1.79353, 5.99830, 8.08972)  -0.3147
C (-1.02207, 6.53607, 9.15572)  -0.8122
H (-3.10549, 9.67599, 8.68319)  0.2433
H (-2.47474, 8.48228, 7.53269)  0.3014
H (-4.08950, 9.21179, 7.28020)  0.3234
H (-4.13665, 6.78475, 7.02613)  0.3374
H (-5.13944, 6.22075, 8.37128)  0.3814
H (-3.31300, 4.64421, 8.01278)  0.3468
H (-3.11708, 5.41366, 9.59440)  0.3667
H (-0.70635, 5.73173, 9.82765)  0.3153
H (-1.57755, 7.29097, 9.71591)  0.3435
H (-0.13308, 7.00410, 8.72950)  0.2619

---

The following is a quantum chemistry calculation of a structure of composition C7H16Cl10Hg2O2, from the Open Molecules 2025 dataset.

Values from the calculation:
total charge: +2
energy: -145157.35361 eV
HOMO-LUMO gap: 0.0688 Eh
ΔE to the lowest compared entry with this formula, charge and spin: 774.26 kJ/mol
LUMO: -12.47 eV
HOMO: -14.34 eV

Each line ends with the natural charge from an NBO analysis.
Geometry (Å):
Hg (18.40544, 15.05243, -11.50216)  0.5188
Hg (12.93147, 14.96173, -12.32584)  0.5479
C (14.94060, 13.99147, -8.02956)  -0.3547
O (15.23150, 14.45741, -9.35990)  -0.1388
H (14.31724, 14.64285, -7.41700)  0.2229
H (14.51173, 12.99021, -7.98912)  0.3024
H (15.85825, 13.72117, -7.50710)  0.3314
C (16.19890, 14.54115, -16.05093)  -0.3445
O (16.06409, 14.83924, -14.69514)  -0.0794
H (16.80221, 15.29218, -16.56089)  0.3674
H (16.72799, 13.59117, -16.12652)  0.2576
H (15.22776, 14.56940, -16.54508)  0.2667
C (9.97885, 18.39547, -16.56351)  -0.3824
Cl (8.41247, 18.86083, -15.76908)  0.0035
Cl (11.16418, 17.41699, -15.66692)  -0.0727
H (9.71461, 17.82792, -17.45579)  0.2277
H (10.57137, 19.22711, -16.94483)  0.2310
C (20.79698, 13.30143, -20.19452)  -0.3678
Cl (21.01234, 14.68899, -19.01727)  -0.0779
Cl (19.58184, 12.15103, -19.65598)  -0.0260
H (20.40793, 13.78626, -21.08988)  0.2367
H (21.72609, 12.73558, -20.26282)  0.2404
C (11.84265, 10.19147, -18.94271)  -0.4106
Cl (12.50570, 10.08835, -20.60801)  0.0028
Cl (11.57049, 11.82370, -18.39950)  0.0050
H (10.90902, 9.63428, -18.86545)  0.2389
H (12.58067, 9.67039, -18.33287)  0.2268
C (19.70870, 19.56287, -15.21308)  -0.3873
Cl (18.79799, 19.61989, -13.71663)  -0.0158
Cl (19.74138, 21.20605, -16.04686)  -0.0132
H (20.72718, 19.21176, -15.04717)  0.2270
H (19.28547, 18.79191, -15.85698)  0.2078
C (18.14809, 9.27855, -13.84415)  -0.4348
Cl (17.63839, 10.32290, -12.54908)  -0.0333
Cl (16.91292, 8.49237, -14.77432)  0.0172
H (18.78853, 9.87228, -14.49639)  0.2206
H (18.77860, 8.46752, -13.47974)  0.2386